Computed, not measured: a molecular structure, C21H26ClO3P2Ti in a non-equilibrium geometry, with ωB97M-V with the def2-TZVPD basis set.

```
54
Properties=species:S:1:pos:R:3:forces:R:3:lowdin_charge:R:1
C -2.84198 -0.53488 -2.83204 0.1179 -0.4880 -0.2254 -0.107
C -3.87141 -1.24179 -3.45217 -0.0875 0.2148 -0.0749 -0.041
C -0.58730 4.56298 -3.02052 -0.1573 -0.5032 -0.3990 -0.035
C 0.40590 4.03933 -2.19404 0.1872 0.2625 0.3599 -0.053
C 2.89566 -0.21313 -4.96613 -0.5242 -0.1870 0.7315 -0.003
H -0.64908 5.63211 -3.24071 0.1156 -0.4024 0.1687 0.128
H -1.63380 -3.00506 3.57303 0.3200 0.3516 -0.1825 0.115
H -0.46147 -5.05922 -1.51441 -0.1200 0.2750 0.4890 0.122
H 3.08222 0.08850 -5.99131 0.0020 -0.0235 0.1343 0.126
H -1.34758 -1.45263 2.69158 0.1312 -0.1096 0.3125 0.059
C -3.59677 -2.15881 -4.47157 0.1332 0.0299 0.0776 -0.032
P -0.20063 -0.00053 -2.24359 -0.6054 1.3075 -2.2993 0.999
H 2.35579 -1.30335 -1.22515 0.3408 0.6200 -0.8194 0.057
H 0.24118 -3.87569 -0.31470 -0.6462 -0.9970 0.0446 0.044
C 2.41056 -1.02423 -2.31581 0.3286 0.2104 -0.4572 -0.167
C -1.00066 -2.47888 2.84221 0.3691 0.2103 0.6664 -0.092
C 1.41080 -0.35366 -3.05661 -0.2576 -0.0868 0.7101 -0.369
H -2.08288 1.62036 -3.90404 0.1691 0.3985 0.1312 0.105
O -1.11036 -3.21171 1.61881 -0.3814 1.0078 -2.0155 -0.315
O -3.01640 -1.82844 0.40182 1.6375 -0.5354 -0.6083 -0.273
H -4.90431 -1.05423 -3.16494 0.2203 -0.0152 -0.0439 0.123
H 1.15188 2.31670 -1.12339 -0.0631 0.1650 -0.3150 0.100
C -0.45589 1.78743 -2.49479 0.5028 0.9329 0.8638 -0.329
C -1.21897 -1.70746 -4.23266 -0.3938 -0.1006 0.2354 -0.093
H 4.40903 -1.79307 -2.34147 -0.1362 0.2169 -0.2903 0.131
C 1.65034 0.06563 -4.36968 0.6940 -0.3157 -0.3889 -0.047
Ti 0.38927 -1.77964 -0.80622 1.4063 3.2447 3.0481 0.314
C -1.40660 2.30509 -3.38629 -0.1685 -0.3294 -0.0480 -0.071
C -3.76523 -1.04134 1.38049 -0.5477 -0.0989 0.1179 -0.018
H -2.27404 4.05398 -4.27586 0.1833 -0.0535 0.0797 0.121
H -4.48749 -0.48692 0.77370 0.2655 -0.0016 0.2344 0.100
H 0.87011 0.58000 -4.94099 0.3045 -0.1286 0.2956 0.133
C -0.63369 -4.58577 -0.53165 -0.2219 -1.0310 -0.4043 -0.116
C -1.49199 3.68398 -3.61785 0.0723 -0.2948 0.1569 -0.042
H -0.16130 -2.87340 -2.10346 1.6384 -0.0157 -1.1809 0.101
H -0.17305 -1.88350 -4.49999 -0.4634 -0.0748 -0.1365 0.108
H 0.69652 -2.67434 -2.16686 -1.6131 -2.0791 -1.8747 0.090
H -0.66261 -5.33058 0.27585 0.3326 0.3691 -0.2820 0.127
H -2.03968 -3.09738 -5.63826 -0.1466 0.1074 0.1501 0.122
H 4.82990 -1.15899 -4.72056 -0.4889 0.2147 0.3638 0.136
H 0.06238 -2.47253 3.17117 -0.8123 -0.0039 -0.1903 0.107
P -1.61062 -2.52392 0.18230 -3.2939 -1.2227 3.4975 0.682
C -1.51200 -0.78482 -3.22540 -0.0566 -0.1028 0.2164 -0.401
H -3.13838 -0.35755 1.97121 -0.0928 -0.3697 -0.4060 0.096
Cl 0.87168 -0.23011 0.73618 0.0775 -0.3934 0.1927 0.196
C 3.87634 -0.90518 -4.23399 0.0661 0.3258 -0.8121 -0.024
H -3.05657 0.21488 -2.06926 -0.0197 -0.2440 -0.1254 0.119
C 0.43817 2.68751 -1.86335 -0.2249 -0.3378 -0.2369 -0.076
O -1.93298 -3.91915 -0.54496 0.9937 0.5855 -0.1124 -0.234
C -2.27402 -2.39419 -4.84134 0.3733 0.0317 -0.3010 -0.042
H 1.15709 4.72141 -1.79049 -0.2664 -0.3035 0.0826 0.123
H -4.41050 -2.68089 -4.99007 0.3849 0.2285 0.3360 0.130
H -4.33102 -1.73191 2.02641 0.4666 0.2237 -0.2221 0.114
C 3.64584 -1.27023 -2.92249 -0.0453 -0.6847 0.7551 -0.043
```
Forces are in eV/Å.

Results
- multiplicity = 2
- highest occupied orbital energy (alpha / beta) (eV) = -14.9 / -14.9
- ⟨S²⟩ = 0.7586
- total charge = +2



Computed, not measured: a single C4H2N2S molecule in a non-equilibrium geometry, with ωB97M-V with the def2-TZVPD basis set.

```
9
Properties=species:S:1:pos:R:3:forces:R:3:lowdin_charge:R:1
H -0.36531 -0.25882 1.55547 0.0447 1.1797 -0.9625 0.139
C -0.65745 -0.68718 -0.45149 1.4349 2.8863 -4.4136 -0.279
S -2.06111 -2.90754 0.34359 -0.3933 -0.1792 0.3223 0.685
C 0.77384 1.18633 0.58402 -1.3926 -1.4535 -0.8596 0.037
C 1.67427 1.90710 -0.11228 1.2214 1.2378 -0.5574 -0.248
C -0.13062 0.21671 0.53534 0.6725 -1.1824 3.8811 -0.107
H -0.36168 -0.34824 -1.55778 -0.7681 -0.9444 2.0011 0.164
N 2.52072 2.56366 -0.59067 -0.7817 -0.5978 0.3641 0.169
N -1.39267 -1.67203 -0.30620 -0.0378 -0.9464 0.2244 -0.559
```
Forces are in eV/Å.

Results
- multiplicity = 3
- highest occupied orbital energy (alpha / beta) (eV) = -8.7 / -8.9
- ⟨S²⟩ = 2.0353
- energy relative to the best compared isomer or geometry (same formula, charge and spin) (kcal/mol) = 30.2



Computed, not measured: a single C6H13NO molecule in a non-equilibrium geometry, with ωB97M-V with the def2-TZVPD basis set.

```
21
Properties=species:S:1:pos:R:3:forces:R:3:lowdin_charge:R:1
H -2.44320 -0.30747 0.93660 0.0392 -0.0136 0.1377 0.068
H -0.64388 2.25947 -0.98360 0.0341 -0.0481 -0.0697 0.081
N -0.79254 1.37504 -1.45523 0.1101 0.2115 -0.3001 0.033
C 1.39173 -0.33069 -0.43112 5.0061 0.2019 3.0240 -0.247
C 1.50714 -1.06740 -1.51257 0.2309 0.3725 -0.0015 0.072
C 0.18587 -1.00275 1.63598 0.2761 0.2469 -0.0431 -0.058
H 0.65346 -1.42636 -2.06460 -0.1591 0.0323 0.0661 0.069
C -0.99269 0.29976 -0.54445 1.2429 -0.3121 2.5237 -0.375
C -2.18480 0.57092 0.35127 -0.1323 -0.1168 -0.3383 -0.088
H -1.14976 -0.62062 -1.10811 0.1516 -0.0462 0.1279 0.118
H -0.09687 -1.95376 1.18921 -0.0375 -0.0620 -0.0130 0.090
H -0.04012 1.20083 -2.10979 0.0182 0.1092 0.1282 0.068
O 2.79756 -0.04402 0.42593 -1.6584 -1.1321 -2.4660 -0.115
H -1.98522 1.40406 1.02619 -0.0105 0.0465 0.0576 0.080
H -0.59382 -0.67729 2.32236 -0.0393 0.0082 -0.0185 0.071
H 1.10473 -1.14221 2.20426 0.0045 -0.1334 0.0474 0.080
H 0.59111 1.04467 0.96057 0.1300 -0.1168 -0.0236 0.131
H 2.48787 -1.30894 -1.88889 0.0998 0.0270 0.0091 0.075
C 0.43861 0.03892 0.56220 -4.8192 0.6733 -2.5625 -0.273
H 2.81579 0.86602 0.74660 -0.4514 -0.0186 -0.3127 0.044
H -3.05098 0.82182 -0.26281 -0.0358 0.0706 0.0272 0.076
```
Forces are in eV/Å.

Results
- multiplicity = 1
- highest occupied orbital energy (eV) = -8.6
- energy relative to the best compared isomer or geometry (same formula, charge and spin) (kcal/mol) = 70.9
- SMILES = C=C(O)[C@H](C)[C@@H](C)N



Computed, not measured: 7 unconnected molecules or ions with the total composition C6H25NO7 in a non-equilibrium geometry, with ωB97M-V with the def2-TZVPD basis set.

```
39
Properties=species:S:1:pos:R:3:forces:R:3:lowdin_charge:R:1
H 1.61366 1.97499 3.66462 -0.0163 0.2490 0.1471 0.029
O -1.71887 0.51967 2.75457 -0.2951 -0.1269 0.0223 -0.064
H 1.97554 -1.23922 1.82128 -0.5544 0.2448 0.4278 0.036
H 0.07509 0.49830 -0.42598 -0.0710 0.1422 -0.6706 0.103
H -1.83063 2.66006 -2.44836 -0.7045 -0.0407 0.2011 0.077
C -3.03328 0.00326 -1.19823 0.6702 1.0829 -0.6982 -0.072
H -1.64251 0.34550 -2.85618 0.2318 -0.0974 -0.1306 0.124
O 0.90481 1.34981 3.82230 0.0848 -0.5325 -0.4634 -0.097
H -0.51798 2.32276 -1.47471 0.1812 0.1993 0.6387 0.048
O -0.51597 -2.90153 2.10493 0.0173 0.2019 -0.2006 -0.055
H -1.00144 -0.78495 -0.19110 -0.1523 0.2904 -0.6068 0.105
H 1.68759 0.56642 -2.56070 -0.1377 -0.0071 -0.0292 0.007
H 1.23425 -2.92442 -1.73453 -0.0140 -0.0067 -0.1911 0.130
H -0.89374 0.65531 3.23436 0.2033 0.3137 -0.0152 -0.014
H -3.85132 0.46555 -1.74529 -0.3242 -0.0791 0.0818 0.071
H 3.21162 -1.15227 -1.48107 -0.5486 0.4284 -0.2437 0.124
H -0.67898 -2.00845 1.77528 0.0566 0.1625 0.1495 0.005
H -2.36572 0.99983 3.28462 0.0393 -0.1002 -0.1249 0.039
H -0.42184 -1.53946 -2.47861 0.2627 -0.0142 -0.0056 0.108
C -1.68404 0.56758 -1.79346 -0.8091 -0.4348 1.6154 -0.368
O 2.77711 -1.74568 0.37259 0.6416 1.0498 -0.6295 0.001
N 0.24040 -1.05137 -1.88089 -0.2331 -0.1715 -0.1287 -0.069
H 2.05429 1.48058 -0.11133 -0.1244 0.2245 -0.1036 0.042
H -3.12518 -1.08099 -1.25171 0.1344 -0.0133 -0.1071 0.071
H -2.14478 2.38568 -0.68650 0.0423 0.3017 0.2233 0.078
O 1.73851 2.38273 -0.28379 0.2917 -0.1543 0.7242 -0.058
H 0.61330 -2.33658 -0.18786 -0.1943 -0.1170 0.2067 0.094
H -1.31639 -3.36725 1.85932 -0.1777 -0.2777 0.1028 0.044
H 0.99126 -1.42993 3.03329 0.1743 -0.0526 -0.2217 0.065
C -1.57232 2.08906 -1.55223 0.4332 -0.5349 -1.3987 -0.058
C 2.43628 -1.47826 -0.77521 -0.1101 -2.4701 1.4916 -0.167
H 2.27687 1.88686 -1.97460 0.0794 -0.5330 -0.4607 0.013
C 1.05197 -2.03407 -1.13321 0.1586 1.8133 -0.9042 -0.149
H 2.07783 2.87425 0.47537 -0.1628 0.1597 -0.1659 0.066
H -3.07737 0.31931 -0.15254 -0.1080 -0.1368 -0.0544 0.071
O 2.51066 1.06240 -2.44792 0.0337 0.2810 0.1076 -0.083
C -0.57733 -0.16092 -1.02301 0.7455 -1.1804 1.1408 -0.215
H 1.13945 0.59025 3.21292 0.0163 0.7150 0.6137 -0.020
O 1.35921 -0.76481 2.43353 0.2394 -0.7789 -0.3399 -0.062
```
Forces are in eV/Å.

Results
- multiplicity = 1
- highest occupied orbital energy (eV) = -9.5
- energy relative to the best compared isomer or geometry (same formula, charge and spin) (kcal/mol) = 55.1
- SMILES = CC(C)CNCC=O.O.O.O.O.O.O